Molecular formula: C23H34BaCl2N3O3
Method: DFT, wB97M-V/def2-TZVPD

Values from the calculation:
Charge: -1
Gap between HOMO and LUMO, eV: 5.51
Energy, eV: -60757.1845
Energy relative to the best compared isomer or geometry (same formula, charge and spin), kcal per mole: 75.9

Structure (XYZ):
```
66
Properties=species:S:1:pos:R:3:forces:R:3:lowdin_charge:R:1
O 0.6696 1.0098 1.2692 -0.23 0.06 1.41 -0.216
H 3.1145 0.5475 -5.5676 0.30 0.03 0.00 0.089
C -4.2257 0.1507 1.0448 -0.26 -1.87 0.02 -0.186
H 5.9921 -0.1199 -3.3573 -0.25 0.10 0.18 0.086
H -2.3505 3.9048 -1.9376 -0.30 -0.65 0.01 0.077
H -3.9368 2.2655 1.4429 0.05 -0.93 1.07 0.130
H -3.8716 -2.6993 -0.8129 -0.06 0.49 0.36 0.109
H -2.5198 -0.7818 0.0151 -0.19 0.07 0.11 0.019
C -1.6855 3.3038 0.7072 0.66 1.02 -0.31 -0.222
H -3.4056 1.0187 -1.3627 0.70 0.04 0.30 0.096
C 2.1749 2.3240 3.2126 -0.34 -0.17 -0.37 -0.029
C -2.7324 2.8952 -2.2265 -0.24 0.53 -0.72 -0.164
H 3.2070 -4.0939 -2.0559 -0.03 -0.01 0.19 0.094
C 5.2621 0.5841 -2.9305 -0.03 0.05 -0.43 -0.036
N 0.9537 1.5514 3.4538 0.66 0.56 0.62 -0.175
C -5.6876 -2.0482 0.1228 -0.43 0.32 0.20 -0.105
C -6.3254 -1.0567 0.8827 -0.03 -0.60 -0.54 -0.110
H -6.0553 0.8178 1.9393 0.05 -0.37 -0.26 0.113
H -2.3185 4.2023 0.5739 0.18 -0.11 -0.38 0.078
Cl 0.3195 2.2447 -4.1951 0.05 0.22 -0.07 -0.414
H 5.0714 0.3478 -1.8851 -0.07 0.00 -0.13 0.083
H -7.3909 -1.1245 1.0995 0.21 -0.07 0.01 0.091
C -4.3307 -1.9178 -0.1870 -0.29 -0.98 -0.53 -0.093
H -0.6459 3.6132 0.4239 -0.40 0.10 0.40 0.034
H -6.2627 -2.9131 -0.2393 0.33 0.44 0.16 0.095
H 4.6334 1.4796 -5.4819 -0.12 -0.09 0.20 0.089
H -0.6095 0.3942 2.7549 0.23 0.25 -0.08 0.138
H 3.6163 -6.1261 -0.6642 -0.11 0.19 0.12 0.080
H -2.0126 2.5084 -2.9925 -0.65 0.32 0.10 -0.025
O 2.6586 0.7109 -1.8577 0.62 -0.15 -1.27 -0.175
C 0.3012 0.9497 2.4597 -0.05 -0.13 -1.59 -0.299
H 1.9853 -2.1519 -1.0998 -0.03 -0.22 0.09 0.051
H 1.2042 1.0900 5.4884 -0.02 -0.02 0.02 0.084
C 2.1702 -3.0424 -0.5034 -0.28 -0.17 0.66 -0.055
H 1.9723 0.5022 -3.7648 0.39 -0.06 0.17 0.035
Ba -0.0094 1.6151 -1.2517 1.96 -0.79 -0.89 1.612
H -0.4804 1.0026 4.8648 0.44 0.32 0.09 0.099
H 5.7023 1.5904 -3.0019 -0.18 -0.16 0.04 0.090
H 1.5883 -4.2415 2.6636 0.14 -0.09 -0.51 0.099
H 2.4752 2.2079 2.1604 -0.14 0.02 0.49 0.091
H 2.8195 -6.1844 1.7058 -0.03 0.31 -0.21 0.090
C 2.8454 0.5585 -3.0864 -1.99 0.27 1.29 -0.400
Cl -0.5496 -1.1975 -1.4832 -0.05 -0.11 -0.17 -0.249
H 0.5319 -2.1316 2.2520 0.03 -0.13 -0.36 0.092
C 4.1296 0.5617 -5.1522 -0.42 -0.20 0.21 -0.044
H 2.9682 1.9670 3.8726 0.00 -0.05 -0.06 0.086
C 2.8563 -4.1343 -1.0256 -0.18 0.19 0.46 -0.115
O -2.8804 1.0844 2.8093 -0.41 0.01 0.09 -0.044
H 0.3041 2.5833 5.1621 -0.07 0.11 0.02 0.085
H -1.6947 3.1433 1.7943 0.30 -0.13 0.00 0.055
C 1.6440 -3.0885 0.8270 1.08 -1.26 -0.83 -0.333
C 0.4728 1.5616 4.8288 -0.53 -0.64 -0.53 -0.044
N 0.9149 -2.0724 1.3194 -0.63 1.36 0.25 0.097
H 1.9960 3.3826 3.4360 0.00 -0.11 -0.09 0.090
C 3.0907 -5.2677 -0.2457 -0.12 -0.24 0.48 -0.143
C -3.5761 -0.8593 0.2629 -0.55 1.36 1.13 -0.053
C -2.8067 1.9099 -1.0901 -0.96 1.33 -1.82 -0.392
C -5.5948 0.0302 1.3281 0.54 0.45 -0.04 -0.062
C 2.6338 -5.2995 1.0884 0.38 -0.14 -0.67 -0.133
C 1.9430 -4.2275 1.6210 -0.34 0.53 0.02 -0.068
C -2.1563 2.0911 0.0207 -2.09 -1.65 3.07 -0.519
H -3.7251 3.0241 -2.7014 0.53 0.00 -0.11 0.074
H 4.6979 -0.2956 -5.5371 -0.13 0.12 0.14 0.085
H 0.4860 -1.3933 0.6753 0.27 -0.59 0.37 -0.007
C -3.5796 1.2386 1.8105 1.30 1.61 -1.33 -0.327
N 4.0137 0.5000 -3.6963 1.88 0.08 -0.24 -0.179
```
Forces are in eV/Å.



Molecular formula: C23H34FN2O9S
Method: DFT, wB97M-V/def2-TZVPD

Values from the calculation:
Charge: -1
Gap between HOMO and LUMO, eV: 5.21
Energy, eV: -59360.6831

Structure (XYZ):
```
70
Properties=species:S:1:pos:R:3:forces:R:3:lowdin_charge:R:1
H 1.8441 5.6017 0.2382 0.00 0.01 0.06 0.131
H 3.0771 0.2585 -7.3222 -0.08 -0.15 -0.34 0.125
H 4.8117 -5.0514 -0.1704 -0.23 0.27 -0.14 0.128
H 5.2014 -2.6450 2.8570 -0.03 -0.05 -0.01 0.129
O 1.6168 5.3387 2.2723 0.12 0.58 0.61 0.033
H 2.3584 -2.6633 -4.5643 0.03 -0.09 -0.20 0.123
H 0.3240 8.2221 2.6729 0.36 0.10 0.08 0.124
H 5.3255 -4.1591 3.7811 -0.25 0.09 -0.01 0.123
H -6.1776 -0.1110 0.0175 0.97 -0.54 -0.12 0.081
H -0.7819 6.5277 1.4778 0.08 -0.03 -0.09 0.120
F 1.0273 -0.9448 -2.6717 -0.16 -0.42 0.96 -0.156
H 1.4160 -0.6346 0.7661 0.04 -0.21 -1.54 0.071
H -6.6234 -1.6104 5.1730 0.02 -0.03 -0.27 0.124
C 2.1227 -2.3532 -5.5833 -0.37 -0.11 0.62 -0.161
H -4.6981 -0.5617 6.0753 -0.09 0.05 -0.05 0.120
C -6.2689 -0.7361 4.6240 -0.41 -0.13 0.20 -0.169
H 1.1540 -0.4003 -5.4713 0.12 -0.13 0.13 0.121
C 0.4743 -1.1133 -1.3071 -0.25 1.42 1.30 -0.314
C 1.6363 6.5331 2.9187 0.63 0.03 0.62 -0.486
C 0.2057 6.7670 1.0702 -0.42 0.28 -0.33 -0.174
C 4.7574 -4.2207 0.5328 0.46 -0.27 0.13 -0.083
H 1.1717 -2.8055 -5.8799 0.07 0.01 -0.01 0.129
C 5.0344 -3.7258 2.8224 0.25 0.16 0.36 -0.170
C -0.7366 -0.0996 -1.1192 -0.58 -3.42 -0.07 -0.284
O 4.1121 -2.0209 -8.3690 -0.17 -0.31 0.64 0.094
H 5.8997 -5.4449 1.8741 0.01 0.11 0.02 0.118
C -4.7012 -1.0444 -1.0534 -2.04 -2.32 -1.60 -0.388
O -5.5254 -1.1577 3.4762 0.18 -0.04 -0.13 0.024
C 5.7509 -4.3808 1.6642 0.62 -0.17 -0.16 -0.172
C -4.4291 0.7203 4.3762 -0.03 -0.07 0.54 -0.073
N -5.1568 -0.2784 0.1342 -0.08 -0.50 -1.20 0.068
C 2.5089 -0.6603 -7.1775 0.01 0.21 0.48 -0.089
H -1.8079 -2.0615 -0.4726 -0.41 1.49 -0.45 0.099
H 2.4641 -0.1383 -0.6942 -1.28 -0.85 0.49 0.072
C -2.0516 -0.9502 -0.6585 -0.19 0.74 -0.02 -0.195
C 1.0364 5.5099 0.9711 -0.15 -0.45 -0.49 -0.192
H 6.7273 -3.9393 1.4567 -0.07 0.00 0.10 0.116
O 3.1464 -2.8124 -6.4781 0.39 0.21 -0.57 0.022
H 1.7582 8.1943 1.5928 0.00 0.04 0.15 0.130
N -0.5081 0.8701 0.0132 -1.45 5.38 -2.14 -0.016
H 0.4282 4.6379 0.7197 0.40 0.12 0.21 0.011
C -5.3043 0.0928 5.4409 0.04 0.24 0.60 -0.170
H 2.8764 -0.4112 -5.0784 -0.15 -0.07 0.01 0.123
H -3.1906 0.2213 -2.1988 -0.25 -1.55 0.72 0.112
S -1.3080 3.6295 -0.5864 0.16 -2.92 -0.34 0.541
C 3.4432 -4.2154 1.2651 -1.29 0.07 -0.92 -0.481
C -0.9443 1.9961 -0.4428 1.70 -2.62 2.59 -0.633
H 4.8801 -3.2667 0.0145 -0.13 -0.08 -0.08 0.134
H -5.8009 0.8201 6.0858 -0.04 -0.11 -0.05 0.115
C -3.2666 -0.8256 -1.7320 0.27 -0.34 1.01 -0.117
O 2.3590 -4.3716 0.7599 0.83 0.02 0.94 0.112
C 1.7036 -0.8991 -0.3042 0.88 -1.16 -0.39 -0.086
H -4.8504 1.6563 4.0018 0.16 -0.02 -0.07 0.137
H 0.1747 -2.2182 -1.2455 0.18 1.62 -0.37 0.120
H 2.2702 -1.9204 -0.2487 -0.89 1.78 -0.08 0.055
O -3.7269 -0.3718 2.3440 -0.51 -0.55 1.19 0.101
H -3.1021 -1.6487 -2.5193 -0.64 1.46 1.04 0.113
C 0.9824 7.5934 2.0735 -0.53 0.01 -0.22 -0.092
O 3.6428 -3.9649 2.5891 -0.20 -0.17 -0.23 0.028
C 2.1135 -0.8508 -5.7281 -0.29 0.55 0.28 -0.171
H -5.0597 -0.9099 0.9474 0.19 0.62 -0.68 0.051
C -4.4751 -0.3104 3.2819 1.02 0.47 -0.85 -0.466
H -3.4098 0.8713 4.7304 -0.04 0.16 -0.36 0.132
C 3.3640 -1.8719 -7.4347 0.29 -0.13 -0.83 -0.487
H -7.1329 -0.1558 4.2861 0.04 -0.02 0.00 0.127
O 2.1425 6.7080 3.9990 -0.22 -0.45 -0.45 0.097
H -2.4402 -0.5451 0.3423 0.62 -0.47 -1.41 0.077
H 0.0613 7.2644 0.1096 0.02 -0.13 0.04 0.118
O -5.5155 -1.8908 -1.5401 2.68 2.75 1.23 -0.033
H 1.6427 -0.6879 -7.8432 0.12 0.04 -0.09 0.131
```
Forces are in eV/Å.